[1]
C28H39AsN3OPb | the ωB97M-V functional and the def2-TZVPD basis

Calculated values
multiplicity = 1
calculated total energy = -102257.42125 eV
orbital gap (spin up / spin down) = 6.333 / 6.333 eV
charge = +1
HOMO energy (spin up / spin down) = -10.6 / -10.6 eV
strongest force on any atom = 0.1546 Eh/bohr
energy relative to the best compared isomer or geometry (same formula, charge and spin) = 4.609 eV

Positions of all 73 atoms, in Å:
Pb -3.49 -0.23 -0.55
N -3.79 0.82 1.63
C -2.68 0.82 2.61
C -1.77 -0.36 2.40
C -2.28 -1.76 2.78
C -3.44 -2.36 2.03
N -3.27 -2.19 0.55
H -4.05 1.80 1.43
H -4.66 0.50 2.07
H -3.04 0.86 3.63
H -2.10 1.74 2.45
H -0.89 -0.20 3.02
H -1.42 -0.35 1.38
H -2.55 -1.74 3.87
H -1.11 -2.80 2.56
H -4.37 -1.90 2.38
H -3.53 -3.43 2.23
H -3.92 -2.80 0.04
H -2.38 -2.60 0.23
O -5.38 -0.46 -0.57
C 3.07 0.11 4.80
C 2.41 -0.17 3.48
C 2.76 0.52 2.34
C 2.18 0.27 1.10
C 2.71 1.14 -0.01
C 1.18 -0.71 0.98
As 0.15 -1.26 -0.69
N -1.35 0.06 -0.58
C -1.29 1.49 -0.67
C -2.39 2.27 -0.25
C -2.37 3.65 -0.38
C -1.28 4.30 -0.92
C -0.19 3.54 -1.35
C -0.21 2.16 -1.23
C 1.09 -0.72 -2.35
C 2.46 -1.00 -2.45
C 3.25 -1.71 -1.38
C 3.17 -0.64 -3.60
C 2.53 -0.05 -4.68
C 3.30 0.34 -5.91
C 1.16 0.14 -4.61
C 0.42 -0.19 -3.48
C -1.07 -0.03 -3.59
C 0.83 -1.44 2.16
C -0.16 -2.53 2.13
C 1.44 -1.16 3.37
H 3.81 0.90 4.72
H 3.57 -0.79 5.17
H 2.32 0.41 5.54
H 3.53 1.29 2.41
H 3.80 1.02 -0.08
H 2.51 2.19 0.21
H 2.31 0.92 -0.99
H -3.26 1.79 0.17
H -3.23 4.23 -0.05
H -1.27 5.37 -1.02
H 0.66 4.03 -1.79
H 0.63 1.61 -1.62
H 2.67 -2.00 -0.51
H 4.08 -1.09 -1.04
H 3.68 -2.63 -1.80
H 4.23 -0.85 -3.65
H 4.36 0.11 -5.81
H 3.19 1.41 -6.09
H 2.91 -0.20 -6.78
H 0.65 0.55 -5.47
H -1.36 0.29 -4.59
H -1.46 0.73 -2.91
H -1.57 -0.99 -3.39
H -0.59 -2.75 1.15
H -1.35 -2.14 3.13
H 0.34 -3.47 2.46
H 1.16 -1.73 4.26

[2]
C28H39ClN13 | the ωB97M-V functional and the def2-TZVPD basis

Calculated values
multiplicity = 1
calculated total energy = -61549.87499 eV
orbital gap = 7.862 eV
charge = +1
HOMO energy = -11.2 eV
strongest force on any atom = 0.1216 Eh/bohr
energy relative to the best compared isomer or geometry (same formula, charge and spin) = 0.876 eV

Positions of all 81 atoms, in Å:
C 2.41 -3.37 -0.83
C 2.30 -1.84 -0.98
C 3.37 -0.97 -0.67
C 3.19 0.43 -0.83
C 1.95 0.94 -1.28
C 0.86 0.09 -1.59
C -0.50 0.67 -2.07
N -1.45 -0.44 -2.16
C -2.29 -0.99 -1.24
N -2.36 -0.51 -0.02
N -2.98 -2.07 -1.76
C -2.51 -2.16 -3.02
N -1.61 -1.20 -3.27
Cl -0.83 -1.09 -4.76
C 1.05 -1.30 -1.42
H 3.42 -3.70 -0.56
H 2.07 -3.79 -1.81
H 1.63 -3.68 -0.11
H 4.32 -1.38 -0.31
H 4.03 1.09 -0.60
H 1.88 2.04 -1.36
H -0.35 1.15 -3.06
H -0.86 1.44 -1.36
H -2.66 -1.06 0.78
H -2.02 0.44 0.13
H -2.88 -2.94 -3.69
H 0.26 -2.04 -1.63
C 3.26 1.45 3.13
C 4.42 0.81 2.50
N 5.32 0.31 1.99
H 3.52 2.45 3.46
H 2.43 1.50 2.42
H 2.94 0.86 4.00
C -4.32 3.11 -1.61
C -3.55 2.65 -0.43
N -2.96 2.34 0.51
H -4.08 2.49 -2.47
H -5.39 3.04 -1.41
H -4.07 4.14 -1.84
C -3.86 2.70 4.87
C -3.52 2.80 3.44
N -3.27 2.87 2.31
H -2.95 2.81 5.46
H -4.56 3.49 5.14
H -4.31 1.73 5.08
C 2.20 -0.63 -7.12
C 2.46 0.09 -8.37
N 2.66 0.65 -9.35
H 2.20 -1.70 -7.30
H 2.97 -0.39 -6.39
H 1.23 -0.33 -6.72
C 8.82 -0.63 2.20
C 9.96 -1.28 1.53
N 10.85 -1.79 1.01
H 9.10 0.37 2.53
H 7.99 -0.56 1.51
H 8.52 -1.22 3.06
C -8.78 4.56 -1.12
C -7.84 4.35 -2.23
N -7.11 4.19 -3.10
H -9.76 4.84 -1.51
H -8.88 3.64 -0.55
H -8.42 5.35 -0.47
C -2.12 -3.81 3.09
C -2.70 -2.46 2.95
N -3.16 -1.42 2.84
H -2.81 -4.46 3.61
H -1.91 -4.22 2.10
H -1.19 -3.75 3.65
C -7.86 1.98 5.43
C -7.50 3.09 6.34
N -7.23 3.96 7.04
H -7.62 1.03 5.91
H -8.93 2.01 5.22
H -7.30 2.07 4.50
C 10.01 -4.50 -1.22
C 8.85 -5.40 -1.23
N 7.94 -6.11 -1.24
H 9.74 -3.56 -0.74
H 10.83 -4.96 -0.68
H 10.32 -4.29 -2.25